(1)
Below is a 5-piece molecular cluster, C33H65NO11S overall, with properties calculated with ωB97M-V/def2-TZVPD.

Values from the calculation:
SMILES ... CCCCCCCCCCCCCCOC(=O)N(S)CC=O.CCOC(C)=O.CCOC(C)=O.CCOC(C)=O.CCOC(C)=O
Orbital gap ... 9.761 eV
ΔE to the lowest compared entry with this formula, charge and spin ... 0.00 kJ/mol

```
! wB97M-V def2-TZVPD RIJCOSX def2/J DEFGRID3
* xyz 0 1
C 0.5063 -1.1772 2.2923
C -0.7376 -0.3114 2.4275
C -0.5559 1.1669 2.0142
C 0.5819 1.4435 1.0386
C 0.2489 1.0437 -0.3953
C 1.4666 1.0917 -1.3304
C 1.1547 1.5726 -2.7406
C 0.6870 3.0209 -2.8913
C 1.4868 4.0993 -2.1456
C 0.5479 5.2228 -1.6530
C -0.1188 4.8581 -0.3362
C -1.1753 5.8821 0.1356
C -2.6289 5.3963 0.0587
C -2.9056 4.5489 -1.1705
O -4.3011 4.5183 -1.5256
C -5.0792 4.0188 -0.5347
O -5.7960 4.7129 0.1606
N -4.9905 2.5991 -0.4331
S -5.3697 1.9737 1.1180
C -5.6274 1.9338 -1.5996
C -7.0728 1.5332 -1.3687
O -7.4184 0.4245 -1.0159
H 0.7716 -1.3426 1.2478
H 0.3147 -2.1563 2.7289
H 1.3560 -0.7730 2.8310
H -1.0143 -0.3216 3.4807
H -1.5769 -0.7548 1.8971
H -1.4786 1.4899 1.5267
H -0.4563 1.8001 2.8929
H 1.5249 0.9932 1.3390
H 0.7602 2.5225 1.0422
H -0.5950 1.6182 -0.7775
H -0.0958 0.0069 -0.3516
H 1.8506 0.0760 -1.4266
H 2.2797 1.6543 -0.8743
H 2.0080 1.3621 -3.3813
H 0.3466 0.9377 -3.1159
H -0.3710 3.1273 -2.6539
H 0.7684 3.2614 -3.9525
H 2.2136 4.5708 -2.8022
H 2.0062 3.7079 -1.2745
H 1.0771 6.1682 -1.5424
H -0.2043 5.3710 -2.4316
H -0.5432 3.8588 -0.3877
H 0.6676 4.8097 0.4165
H -1.0662 6.7972 -0.4451
H -0.9587 6.1364 1.1695
H -3.3045 6.2478 0.0103
H -2.8656 4.8468 0.9694
H -2.4054 4.9944 -2.0266
H -2.5218 3.5346 -1.0800
H -6.5644 2.5060 1.4569
H -5.6011 2.6414 -2.4271
H -5.0532 1.0570 -1.8843
H -7.8321 2.3140 -1.5615
O 1.9708 -1.4126 5.5688
C 3.0225 -1.8633 5.2104
O 3.0925 -2.4729 4.0152
C 4.3209 -2.9081 3.4181
C 4.7429 -4.2706 3.9243
C 4.2478 -1.8141 6.0947
H 5.1017 -2.1561 3.5444
H 4.1128 -2.9667 2.3540
H 4.9456 -4.2598 4.9962
H 5.6403 -4.6037 3.4043
H 3.9495 -4.9974 3.7487
H 4.1884 -2.6314 6.8119
H 4.2358 -0.8718 6.6364
H 5.1913 -1.8801 5.5589
O -4.9974 -0.1572 3.7907
C -5.7937 -1.0018 3.4930
O -5.4768 -2.2943 3.7052
C -6.4035 -3.3616 3.5049
C -6.4586 -3.8026 2.0564
C -7.1021 -0.6541 2.8260
H -7.3873 -3.0943 3.8942
H -6.0299 -4.1746 4.1251
H -6.8086 -3.0029 1.4037
H -7.1290 -4.6553 1.9443
H -5.4644 -4.0910 1.7157
H -6.9231 -0.5025 1.7613
H -7.4581 0.2782 3.2590
H -7.8915 -1.3908 2.9550
O 4.4316 -4.4027 0.5311
C 3.3811 -4.9620 0.3782
O 3.3031 -6.2736 0.6652
C 2.0706 -6.9987 0.6603
C 1.6938 -7.4722 -0.7281
C 2.1745 -4.2396 -0.1733
H 1.2792 -6.4118 1.1284
H 2.2510 -7.8560 1.3062
H 1.5267 -6.6367 -1.4078
H 0.7834 -8.0704 -0.6903
H 2.4954 -8.0801 -1.1471
H 2.2635 -4.1982 -1.2581
H 2.1794 -3.2243 0.2169
H 1.2208 -4.6901 0.0890
O 4.5208 0.5956 -3.3803
C 5.0518 0.7325 -4.4445
O 4.5205 1.6065 -5.3220
C 5.1474 1.9486 -6.5594
C 4.8314 0.9499 -7.6537
C 6.2531 -0.0930 -4.8444
H 6.2208 2.0865 -6.4205
H 4.7361 2.9224 -6.8190
H 5.2114 -0.0435 -7.4155
H 5.2736 1.2687 -8.5978
H 3.7526 0.8654 -7.7831
H 5.9043 -1.0658 -5.1878
H 6.8726 -0.2355 -3.9629
H 6.8714 0.3556 -5.6180
*
```



(2)
Below is a 6-piece molecular cluster, C32H40N4O12 overall, with properties calculated with ωB97M-V/def2-TZVPD.

Values from the calculation:
SMILES ... O=[N+]([O-])c1ccccc1.O=[N+]([O-])c1ccccc1.O=[N+]([O-])c1ccccc1.O=[N+]([O-])c1ccccc1.COCCOC.COCCOC
Orbital gap ... 8.367 eV
ΔE to the lowest compared entry with this formula, charge and spin ... 251.90 kJ/mol

```
! wB97M-V def2-TZVPD RIJCOSX def2/J DEFGRID3
* xyz 0 1
C 1.5046 -6.4282 1.0812
C 0.4110 -5.9408 0.3535
C 0.5842 -4.9131 -0.5505
C 1.8771 -4.3614 -0.7809
C 2.9608 -4.8880 -0.0491
C 2.8077 -5.9246 0.8254
N 2.0211 -3.1706 -1.7047
O 1.0394 -2.6167 -2.1026
O 3.1290 -2.7587 -1.9805
H 1.3308 -7.2538 1.7553
H -0.5129 -6.4447 0.5961
H -0.3057 -4.5543 -1.0462
H 3.9924 -4.5700 -0.0821
H 3.6925 -6.2844 1.3294
C 3.5657 -0.7828 6.1268
C 4.7709 -1.2261 6.6231
C 5.0884 -2.5802 6.4310
C 4.3207 -3.4275 5.6481
C 3.1028 -2.8969 5.1581
C 2.7804 -1.5528 5.3302
N 4.6689 -4.8536 5.4632
O 4.0876 -5.5159 4.6463
O 5.7046 -5.2663 6.0404
H 3.2529 0.2353 6.3056
H 5.4389 -0.5556 7.1434
H 5.9689 -2.9511 6.9345
H 2.3594 -3.4871 4.6430
H 1.8284 -1.2087 4.9538
C 3.6424 5.9076 -0.4074
C 2.5205 5.2811 0.0711
C 2.2834 5.2832 1.4226
C 3.2039 5.9741 2.2884
C 4.2924 6.7216 1.7314
C 4.4775 6.6846 0.3669
N 3.0668 5.8873 3.7812
O 2.5972 4.8158 4.2294
O 3.3894 6.8450 4.5363
H 3.8728 6.0173 -1.4568
H 1.8500 4.8589 -0.6628
H 1.3400 4.9127 1.7959
H 4.9465 7.2578 2.4030
H 5.3271 7.1967 -0.0602
C 1.0180 -1.1239 2.1301
C 1.3561 0.2472 2.2107
C 0.6042 1.1676 1.5109
C -0.2477 0.8030 0.4928
C -0.5081 -0.5252 0.2910
C 0.0199 -1.4737 1.1526
N -0.7700 1.8564 -0.4724
O -0.3424 3.0124 -0.3825
O -1.4298 1.4873 -1.4142
H 1.5036 -1.8475 2.7680
H 2.1285 0.5669 2.8946
H 0.7895 2.2249 1.6303
H -1.1873 -0.8622 -0.4781
H -0.1773 -2.5348 1.1107
C -3.3381 2.7150 -4.0372
O -3.5955 2.5259 -5.3785
C -2.4886 2.3107 -6.3013
C -2.8898 1.7025 -7.6562
O -3.3028 0.3150 -7.5402
C -2.9267 -0.5739 -8.6144
H -2.6659 3.5583 -3.8788
H -2.8866 1.8325 -3.5840
H -4.2539 2.9431 -3.4919
H -1.8242 1.5805 -5.8392
H -1.9381 3.2458 -6.4035
H -2.0721 1.8150 -8.3680
H -3.7184 2.3303 -7.9838
H -3.1640 -0.1227 -9.5778
H -3.3868 -1.5609 -8.5672
H -1.8400 -0.6571 -8.6315
C -6.2490 1.9218 -0.4423
O -6.3826 0.5962 -1.0836
C -6.2527 -0.5564 -0.2298
C -4.9022 -0.7520 0.4505
O -3.7118 -0.7494 -0.3864
C -3.7814 -1.8626 -1.2884
H -5.2256 2.1855 -0.1757
H -6.9904 2.1224 0.3311
H -6.4890 2.7021 -1.1646
H -6.4474 -1.3559 -0.9446
H -7.1073 -0.6188 0.4439
H -4.9547 -1.5898 1.1458
H -4.8397 0.1158 1.1070
H -2.8594 -2.0006 -1.8532
H -4.6351 -1.8347 -1.9655
H -3.9181 -2.7473 -0.6665
*
```



(3)
Below is the molecule C14H22N2O3, with properties calculated with ωB97M-V/def2-TZVPD.

Values from the calculation:
SMILES ... CCCCCCCCn1cc(C(C)=O)c(=O)[nH]c1=O
Orbital gap ... 9.399 eV
ΔE to the lowest compared entry with this formula, charge and spin ... 6.16 kJ/mol

```
! wB97M-V def2-TZVPD RIJCOSX def2/J DEFGRID3
* xyz 0 1
C -1.3070 -3.8591 -0.5102
C -1.4925 -2.5217 0.1963
C -2.5071 -1.6407 -0.5302
C -2.8204 -0.3354 0.2017
C -1.6030 0.5799 0.3233
C -1.9845 1.9717 0.8289
C -0.8018 2.7903 1.3497
C 0.1868 3.2427 0.2728
N 0.9374 2.1442 -0.3126
C 1.7503 1.3870 0.4411
C 2.4294 0.2922 -0.0008
C 2.2814 -0.1016 -1.3942
O 2.7731 -1.0453 -1.9669
N 1.4534 0.7715 -2.1074
C 0.7673 1.8716 -1.6688
O 0.0781 2.5477 -2.3920
H 1.3367 0.5524 -3.0918
C 3.2750 -0.4273 0.9859
O 3.3255 -0.0450 2.1365
C 4.0355 -1.6172 0.4919
H 4.6941 -1.3239 -0.3224
H 4.6131 -2.0459 1.3066
H 3.3463 -2.3563 0.0896
H 1.8680 1.6788 1.4774
H 0.8963 3.9550 0.7047
H -0.3456 3.7255 -0.5497
H -0.2761 2.2148 2.1146
H -1.1868 3.6947 1.8249
H -2.4858 2.5230 0.0312
H -2.6964 1.8581 1.6500
H -1.1394 0.6563 -0.6609
H -0.8796 0.1327 1.0087
H -3.6034 0.1929 -0.3477
H -3.2080 -0.5604 1.1980
H -3.4359 -2.2037 -0.6506
H -2.1314 -1.4103 -1.5303
H -1.8339 -2.6952 1.2195
H -0.5278 -2.0127 0.2479
H -2.2498 -4.3998 -0.5600
H -0.9462 -3.7062 -1.5250
H -0.5852 -4.4756 0.0203
*
```



(4)
Below is C12H9F9I2MnO5RuS as an isolated structure, with properties calculated with ωB97M-V/def2-TZVPD.

Values from the calculation:
Orbital gap (alpha / beta) ... 6.681 / 5.574 eV

```
! wB97M-V def2-TZVPD RIJCOSX def2/J DEFGRID3
* xyz 4 10
I 0.6268 -3.5099 -0.2634
I 0.7799 3.3701 -0.4524
Ru -0.6785 1.1326 0.2952
Mn -0.6696 -1.4256 -0.1714
S 0.5010 -0.0020 -1.3568
C -2.0945 -1.7461 -1.1451
C -1.6381 -1.7269 1.3405
C -0.0154 -0.0078 -3.2980
C 0.8638 1.0918 -3.8723
C -1.4905 0.2723 -3.5218
C 0.3973 -1.3899 -3.7965
C -1.6353 1.9535 1.6802
C -1.9646 1.8740 -0.7768
O -2.4496 -2.3170 1.9247
O -2.9723 -2.2803 -1.7108
O -2.3491 2.5779 2.3508
O -2.7638 2.4502 -1.3948
H 0.6678 1.1996 -4.9482
H 1.9262 0.8527 -3.7373
H 0.6615 2.0528 -3.3795
H -1.8141 -0.2538 -4.4329
H -1.6720 1.3474 -3.6467
H -2.1153 -0.0955 -2.6999
H 0.2080 -1.4512 -4.8779
H -0.1732 -2.1897 -3.3057
H 1.4667 -1.5696 -3.6217
F 2.1941 -2.1879 2.7073
C 2.4378 -0.9739 3.2454
F 2.7268 -1.1422 4.5713
F 3.5270 -0.4556 2.6343
C 1.1603 -0.0068 3.0187
O 0.8447 -0.0662 1.7431
C -0.0213 -0.5360 3.9723
F 0.1686 -0.2208 5.2796
F -1.1945 0.0266 3.5705
F -0.1538 -1.8832 3.8756
C 1.5928 1.4719 3.4578
F 2.0525 1.5160 4.7382
F 2.5485 1.9511 2.6405
F 0.5134 2.2974 3.3642
*
```